Record 1
Below is a 9-piece molecular cluster, C49H100N4O15S2 overall at a distorted geometry, with properties calculated with ωB97M-V/def2-TZVPD.

Each line ends with the Mulliken charge.
Cartesian coordinates (Å):
O -1.829 7.093 0.831  -0.556
C 3.783 5.801 1.205  -0.883
O -0.953 5.111 0.431  -0.328
C 2.460 0.963 -3.715  -0.357
C 2.892 4.539 1.032  -0.444
H 2.634 -2.274 1.890  -0.140
H 3.253 2.119 -2.030  -0.053
H -3.165 -5.018 1.781  0.322
C 2.419 3.958 3.519  -2.106
H 3.146 -5.083 -1.141  -0.103
O -5.204 3.263 -4.578  -0.409
H 1.255 -6.525 -1.814  0.115
H 7.027 3.385 0.875  0.251
O -0.333 -0.046 1.648  -0.746
S -6.915 -0.202 1.504  0.332
H 1.869 4.915 1.005  0.258
H 5.458 5.051 0.148  0.349
H 3.012 0.878 -4.652  0.586
O 4.933 2.396 3.532  -0.707
H 0.731 -3.178 1.124  -1.368
H -5.255 3.986 -3.949  0.344
C -2.048 4.766 -1.623  0.092
C -0.771 -4.362 0.368  -0.353
C -0.057 -1.037 -0.844  1.021
H -3.491 -6.433 2.631  0.473
H 5.773 6.349 1.289  0.492
H 4.809 -0.511 -1.187  0.317
H -1.991 3.382 0.108  -0.063
C -6.407 2.130 -2.869  1.542
C 5.589 4.336 2.313  1.403
H -7.927 1.000 -1.695  0.147
H -6.890 1.874 -6.562  0.461
C 5.513 -3.190 2.924  -2.065
C 2.322 2.225 1.715  -1.316
H 0.321 -2.936 3.829  0.298
O 0.701 -5.314 -3.280  0.009
C 3.078 3.492 2.227  1.448
H 2.560 1.331 2.290  0.072
H 3.577 6.615 0.510  0.447
H 2.887 4.889 3.840  0.448
N -6.358 2.574 -4.276  0.158
O -0.197 -6.987 3.798  -0.516
C 4.794 -1.909 2.545  2.600
C 6.066 -0.752 0.636  3.212
H -8.232 5.019 -5.643  0.546
H -6.519 3.251 -0.726  0.428
H 2.756 0.169 -3.030  -0.153
C 7.272 -1.683 0.248  -2.026
C 0.376 -4.824 2.676  2.248
H -0.436 3.403 -0.733  -0.170
H 1.192 -4.849 0.693  0.234
H 3.168 4.104 0.071  0.033
H -1.637 -3.928 0.868  0.061
C 1.798 -4.964 3.207  -1.939
H 1.383 4.212 3.297  0.448
O 6.735 -0.467 3.036  -0.533
H 3.142 3.000 -3.608  0.333
H -8.976 1.229 -5.157  0.433
H 2.734 -1.377 -0.280  -0.383
C -8.782 2.223 -4.756  -1.200
C -7.306 2.881 -6.529  -1.954
H -6.910 5.071 -4.418  0.280
H -7.952 -2.298 0.757  0.443
H 7.299 3.027 2.648  0.338
C -1.761 6.140 0.131  0.479
H -7.402 3.976 -1.889  0.292
H -0.460 -3.913 -0.575  -0.051
H -8.263 2.879 -7.051  0.406
H 3.632 6.198 2.209  0.298
H -6.692 -1.975 -0.313  0.319
O 1.131 1.135 -4.153  -0.327
C 5.216 5.423 1.144  -1.375
H -0.836 -1.422 -1.502  0.819
H 4.760 -0.582 4.169  0.642
H 4.921 5.232 4.181  0.323
H -2.356 -8.042 0.751  0.455
H 0.486 -7.647 3.658  0.356
N -0.212 -6.229 2.598  0.301
H 0.434 -1.716 -0.148  -1.504
H 6.433 -2.958 3.460  0.397
C 6.378 0.775 0.361  -2.251
H -2.823 4.100 -2.003  0.039
H 2.422 -5.567 2.547  0.472
H 3.319 -0.126 0.936  -0.452
O 1.372 2.387 -2.530  -0.053
H 2.641 1.941 0.712  0.008
H -2.548 -5.505 3.454  0.402
C 4.875 -1.130 -0.292  -2.982
C 3.503 -1.075 0.432  1.961
C -7.703 1.240 -2.735  -1.042
N 5.778 -0.970 2.099  0.828
O 1.899 -3.773 -2.202  0.596
H -8.548 4.801 -3.837  0.316
H 6.186 6.170 3.295  0.318
H 2.414 -6.666 -3.345  0.767
H 5.395 1.225 0.503  0.225
H -2.399 0.782 -1.341  0.322
C -2.664 -5.761 2.401  -1.944
C -1.134 -5.871 0.280  -1.190
H 8.267 -1.365 0.562  0.343
H 3.795 -2.111 4.373  0.395
H 7.141 1.274 0.959  0.613
H -5.495 0.144 -2.709  0.360
C -7.474 -1.461 0.247  -0.960
H -8.149 -1.018 -0.486  0.287
H -5.022 1.189 -1.415  0.294
C -5.620 -1.408 2.195  -0.601
H 0.849 -0.775 -1.389  -0.241
H -5.651 4.060 -2.069  0.217
C -5.242 1.180 -2.483  -1.888
H -1.951 -6.021 -0.425  0.456
O -0.762 2.042 -3.330  -0.561
H -0.654 -4.357 4.445  0.440
C 0.456 -4.230 1.207  0.810
H -1.199 -3.424 3.229  0.336
C 0.878 -4.010 -3.167  0.511
H 3.128 -0.805 3.459  0.184
C 4.071 -1.291 3.711  -2.073
O 0.252 -3.062 -3.613  -0.374
H 3.800 -3.122 1.007  0.709
C -7.559 3.103 -5.091  1.665
C 2.727 2.213 -2.980  -0.270
N 4.553 3.303 2.404  1.190
H 7.537 4.620 1.818  0.533
H 1.239 2.285 1.824  0.515
H -2.684 1.456 0.206  0.507
H 2.528 3.235 4.327  0.336
S -0.439 0.478 0.189  1.079
H 7.059 -1.822 -0.812  0.448
C 6.918 3.727 1.904  -1.862
C 2.673 -4.983 -2.118  -2.400
H -5.446 -2.404 1.788  0.284
H 5.023 -2.139 -0.675  0.381
O -6.131 0.916 0.780  -0.510
H -9.777 1.337 -3.155  0.397
H -5.579 -1.354 3.283  0.373
H -4.708 -0.891 1.896  0.051
H -9.141 2.942 -2.788  0.314
C -8.938 2.013 -3.321  -0.979
O -2.455 5.952 -1.037  -0.336
C 0.444 1.836 -3.249  0.841
H -0.682 -8.397 1.008  0.456
C -6.479 3.402 -1.805  -1.391
H 3.569 -4.871 -2.728  0.891
H 7.272 -2.673 0.702  0.221
H 5.812 -3.697 2.006  0.514
C 3.648 -2.164 1.505  -2.318
H 6.540 4.658 4.165  0.457
H -6.654 3.654 -6.937  0.383
C -1.273 4.020 -0.408  0.566
H -0.317 -6.352 -0.257  -0.203
C -2.256 0.579 -0.280  -1.405
H 6.649 0.486 2.953  0.316
C -1.352 -6.461 1.761  2.341
H -1.339 4.859 -2.445  0.232
H -1.844 -8.461 2.363  0.453
H -2.704 -0.335 0.110  0.468
H -7.647 0.260 -3.210  0.612
C 1.784 -6.094 -2.663  -0.594
H 4.842 -3.835 3.491  0.282
H -4.293 1.433 -2.955  0.378
H 2.378 -4.051 3.343  -0.078
H 1.721 -5.656 4.046  0.626
H -9.697 2.772 -4.977  0.449
C -0.251 -3.830 3.580  -1.851
H 6.536 0.734 -0.717  0.330
H 4.818 1.522 3.152  0.239
C -7.878 4.646 -4.682  -1.603
C 5.808 5.180 3.549  -1.644
C -1.545 -7.915 1.468  -2.264

Results
Frontier orbital gap (spin up / spin down) (Eh): 0.049 / 0.267
Total charge: -1
E_HOMO (spin up / spin down) (Ha): 0.011 / -0.209
Spin multiplicity: 2



Record 2
Below is a 9-piece molecular cluster, C49H102F2N5O15 overall at a distorted geometry, with properties calculated with ωB97M-V/def2-TZVPD.

Each line ends with the Mulliken charge.
Cartesian coordinates (Å):
H -1.186 -3.072 -6.107  0.189
H 9.470 -1.884 0.202  0.396
H -2.085 8.828 2.314  0.427
H -3.176 0.314 6.124  0.402
H -5.180 -2.050 -3.097  0.187
H 1.534 -3.924 -3.343  0.063
C 2.126 2.222 4.060  0.202
H -4.580 -0.671 -4.165  0.437
C -4.710 -1.745 -4.032  -2.022
H -1.724 6.147 3.277  0.393
H 0.373 1.261 -0.639  0.391
C 0.946 5.912 -0.673  -1.925
H -3.569 -6.997 -3.990  0.312
C 9.003 -0.038 2.352  -1.945
H 2.299 2.016 5.117  0.302
H -3.718 8.506 1.932  0.374
H -1.326 -2.792 -3.887  0.146
H 3.935 0.815 3.729  0.530
H 5.388 1.055 0.834  0.039
H -1.460 0.559 2.988  0.289
H -0.928 -5.980 3.024  0.390
H -5.463 -0.078 6.415  0.332
C -2.832 2.814 3.725  -1.292
H -1.507 1.238 -0.813  0.277
O 0.643 3.622 -3.499  -0.345
H 3.225 -4.580 -3.444  0.413
H 1.001 -0.351 1.583  -0.239
N -0.961 6.819 0.707  0.448
H -1.936 3.244 4.173  0.510
N -3.723 -4.031 -4.344  0.081
C -0.066 4.669 -3.908  0.824
H -2.925 -5.525 -0.087  -0.012
H -2.046 2.272 -4.631  0.452
C -2.307 6.925 1.288  1.398
H -0.801 -3.199 2.278  0.369
H -2.463 1.932 6.180  0.456
H -3.714 3.385 4.012  0.405
H 6.668 2.289 -0.813  0.411
H -3.028 4.141 0.420  -0.081
C -1.455 -5.266 -4.226  -1.397
H -0.566 1.627 0.630  -0.453
O 0.585 -6.134 -0.445  -0.600
H -4.445 -0.108 3.980  0.490
C 6.280 -1.730 -0.995  -1.702
C 5.776 0.456 0.010  -1.191
H -1.912 -3.116 -7.651  0.509
H 4.810 -2.378 1.448  0.572
C -2.527 -4.681 -6.346  -1.490
H 0.046 8.385 1.075  0.363
C -4.155 0.742 3.363  -0.810
C -3.447 -2.560 -4.454  1.742
H -1.117 4.018 1.360  -0.909
H -4.080 -4.560 2.813  0.491
H -3.207 -3.065 2.690  0.369
H -2.626 -6.409 3.423  0.368
O -1.698 -0.924 0.915  -0.944
H 0.648 6.655 -1.412  0.453
H -2.367 -2.118 -2.686  0.229
C 2.324 -4.482 -2.839  -0.206
C -2.144 -3.253 -6.595  -0.756
C -0.655 -0.483 0.098  1.774
C -0.355 5.590 0.179  1.506
H 7.122 -2.411 2.467  0.365
C -2.602 6.061 2.637  -1.122
N -2.302 -4.901 1.902  0.432
H -2.681 2.746 2.648  0.339
C -0.150 4.502 1.225  -0.633
O 0.352 5.851 -4.019  -0.624
O 0.012 7.508 1.462  -0.482
H -3.379 -3.918 -2.536  0.147
C -2.155 -2.097 -3.755  -1.259
H 1.182 1.802 3.716  -0.352
H -2.564 -1.387 -6.095  0.276
H -1.244 3.928 -1.119  -0.578
C -3.273 1.337 5.759  -0.274
H -5.520 -1.800 -4.760  0.483
O -5.721 0.718 5.944  -0.503
H -1.117 -3.628 0.528  0.153
C -1.667 0.531 4.058  -0.924
H -1.454 5.423 -1.816  0.482
H -3.934 0.539 2.315  0.086
H -4.987 1.443 3.436  0.395
C 3.356 1.639 3.311  -0.042
H -0.955 1.091 4.664  0.424
O -1.319 4.326 -4.256  -0.399
H 7.108 0.832 -1.641  0.407
H 9.964 0.474 2.384  0.377
C -3.474 -6.492 -4.952  -2.143
H -5.058 -2.744 0.898  0.438
H 4.653 -0.925 2.126  0.239
H 3.715 -3.626 -1.357  0.028
C 4.708 -1.343 1.121  -1.708
H -1.900 -1.077 -4.041  0.414
C -3.173 -2.279 -5.944  -0.956
C -0.608 0.987 -0.251  -1.078
C -1.374 4.970 -0.828  -0.259
H 5.321 -1.666 -1.509  0.414
H -0.675 -0.981 -0.872  -0.410
H 7.064 -1.324 -1.635  0.234
H -0.580 -4.960 -4.799  0.197
F 0.303 2.154 -5.107  -0.298
H 1.524 -0.529 0.012  0.426
C 0.710 -0.854 0.661  -1.337
H -3.487 6.973 -0.733  0.432
H -1.664 -6.613 0.700  0.427
H -4.237 6.303 0.515  0.551
H 1.675 6.211 0.081  0.489
C 3.330 3.876 2.950  0.584
C -2.710 8.397 1.533  -2.045
H 10.470 -0.550 0.181  0.438
H -1.584 -4.858 -3.223  -0.124
H -1.549 -5.110 -6.565  0.405
H 7.564 1.751 1.404  0.403
O 7.391 -2.435 1.546  -0.504
H -2.867 -7.128 -5.597  0.452
H -1.824 -0.464 4.474  0.318
O 1.775 -4.273 -0.707  -0.192
C 1.259 -5.372 -1.083  0.628
C -2.896 4.877 -0.373  -0.487
N -2.940 1.343 4.211  0.473
H -5.042 2.617 5.622  0.265
H -4.103 -2.180 -6.504  0.385
C -2.542 -5.980 0.826  -0.630
C 0.039 2.357 -3.865  0.428
O 1.778 -5.693 -2.306  -0.371
H 0.617 3.855 0.799  0.604
H -3.561 4.595 -1.189  0.575
H 3.761 -1.251 0.589  0.094
H 1.250 4.925 -1.023  0.286
O -3.322 -2.957 -0.180  0.194
H -4.863 -4.243 0.276  0.365
H -1.260 -6.332 -4.109  0.499
H -1.886 -4.813 3.936  0.367
H -3.297 -6.746 1.009  0.319
H 9.184 -0.739 -0.991  0.318
H 0.395 1.548 -3.228  0.235
H 6.467 -2.803 -1.035  0.339
H -4.851 1.938 7.218  0.407
C 8.381 -0.265 0.996  1.601
H 0.087 5.015 2.158  0.381
C -1.023 -3.984 1.555  -1.028
N 7.158 -1.108 1.218  0.458
C -1.937 -5.599 3.183  -0.960
C -1.427 2.806 -3.910  -0.099
C 7.993 1.242 0.541  -1.257
H 8.249 0.388 3.014  0.421
C 6.029 -1.002 0.319  2.067
H 0.669 -1.933 0.816  0.130
H 4.941 0.470 -0.691  0.566
O 4.182 2.849 3.093  -0.361
H -3.050 -5.214 -7.140  0.487
H -1.835 2.666 -2.910  -0.040
H -2.510 4.989 2.464  -0.253
C -3.234 6.300 0.087  -1.481
H -2.893 -2.210 0.243  0.050
H -2.605 8.859 0.551  0.473
C 2.651 -3.618 -1.593  0.032
C 6.898 1.236 -0.650  -0.873
H -0.279 -4.747 1.330  0.650
C -4.708 1.729 6.158  -0.809
C -3.483 -3.957 2.128  -0.505
H -4.434 -6.291 -5.427  0.531
H 9.002 1.603 0.345  0.489
F 2.815 1.246 2.199  -0.057
O 2.069 3.521 3.507  -0.235
C 9.416 -0.803 0.072  -1.855
C -2.862 -5.120 -4.944  2.510
H -3.607 6.171 3.044  0.507
H 2.471 -2.549 -1.707  0.226
O -4.112 -4.372 -2.959  -0.463
H 9.053 -0.985 2.890  0.413
C -4.273 -3.496 0.807  -0.926
O 3.596 4.952 2.483  -0.487

Results
Frontier orbital gap (Eh): 0.257
Total charge: +1
E_HOMO (Ha): -0.351



Number 1: molar mass 1049.49 g mol⁻¹. Number 2: molar mass 1039.37 g mol⁻¹.